No. 1
# C3H8O2

A single C3H8O2 molecule at a distorted geometry (ωB97M-V/def2-TZVPD, the Open Molecules 2025 dataset).

Each atom is followed by the atoms it is bonded to, with distances in Å.
Atoms and positions in Å:
1 C 0.196 1.194 0.827  C2 1.496, H6 1.121, H7 1.106, H8 1.087
2 C 0.050 0.373 -0.416  C1 1.496, C3 1.480, O4 1.724, H9 1.153
3 C 0.997 -0.764 -0.455  C2 1.480, H10 1.153, H11 1.055, H12 1.119
4 O -1.614 0.032 -0.715  C2 1.724, O5 1.459
5 O -1.872 -1.085 0.187  O4 1.459, H13 0.913
6 H -0.242 0.496 1.587  C1 1.121
7 H 1.301 1.201 0.875  C1 1.106
8 H -0.297 2.155 0.711  C1 1.087
9 H 0.293 1.046 -1.320  C2 1.153
10 H 2.002 -0.519 0.055  C3 1.153
11 H 1.321 -1.087 -1.406  C3 1.055
12 H 0.594 -1.684 0.038  C3 1.119
13 H -2.729 -1.357 0.031  O5 0.913

structure (SMILES)	CC(C)OO
charge	0
E_HOMO	-9.32	eV

Mulliken atomic charge list, values in e, 4 entries:
1 C -1.025
2 C 0.536
3 C -1.186
4 O -0.307

No. 2
# C3H8O2

2 unconnected molecules or ions with the total composition C3H8O2 at a distorted geometry (ωB97M-V/def2-TZVPD, the Open Molecules 2025 dataset).

Each atom is followed by the atoms it is bonded to, with distances in Å.
Atoms and positions in Å:
1 C -0.795 -0.229 1.935  C2 1.501, H5 1.107, H6 1.108, H7 1.094
2 C 0.513 -0.564 1.278  C1 1.501, C3 1.350, H8 1.087
3 C 0.708 -0.256 -0.022  C2 1.350, O4 1.351, H9 1.101
4 O 1.731 0.369 -0.645  C3 1.351, H10 0.971
5 H -1.384 0.147 1.077  C1 1.107
6 H -1.298 -1.143 2.309  C1 1.108
7 H -0.774 0.627 2.616  C1 1.094
8 H 1.180 -1.171 1.884  C2 1.087
9 H -0.119 -0.478 -0.715  C3 1.101
10 H 2.460 0.457 -0.010  O4 0.971
11 O -0.680 0.403 -3.032  H12 0.965, H13 0.973
12 H -1.059 0.520 -3.912  O11 0.965
13 H -0.484 1.318 -2.765  O11 0.973

structure (SMILES)	C/C=C/O.O
charge	0
E_HOMO	-7.79	eV

Mulliken atomic charge list, values in e, 4 entries:
1 C -0.939
2 C -0.475
3 C 0.014
4 O -0.489

No. 3
# C3H8O2

A single C3H8O2 molecule at a distorted geometry (ωB97M-V/def2-TZVPD, the Open Molecules 2025 dataset).

Each atom is followed by the atoms it is bonded to, with distances in Å.
Atoms and positions in Å:
1 C -1.562 0.233 0.340  C2 1.511, H6 1.095, H7 1.096, H8 1.090
2 C -0.316 -0.426 -0.202  C1 1.511, O3 1.413, C4 1.504, H9 1.104
3 O -0.337 -0.379 -1.614  C2 1.413, H10 0.969
4 C 0.909 0.285 0.303  C2 1.504, O5 1.415, H11 1.100, H12 1.103
5 O 2.043 -0.296 -0.312  C4 1.415, H13 0.957
6 H -1.600 1.278 0.013  C1 1.095
7 H -1.556 0.208 1.436  C1 1.096
8 H -2.452 -0.281 -0.022  C1 1.090
9 H -0.248 -1.472 0.144  C2 1.104
10 H 0.552 -0.638 -1.903  O3 0.969
11 H 0.882 1.363 0.081  C4 1.100
12 H 1.014 0.158 1.394  C4 1.103
13 H 2.665 -0.057 0.375  O5 0.957

structure (SMILES)	C[C@@H](O)CO
charge	0
E_HOMO	-10.18	eV

Mulliken atomic charge list, values in e, 4 entries:
1 C -1.313
2 C 0.399
3 O -0.542
4 C -0.589

No. 4
# C3H8O2S

2 unconnected molecules or ions with the total composition C3H8O2S at a distorted geometry (ωB97M-V/def2-TZVPD, the Open Molecules 2025 dataset).

Each atom is followed by the atoms it is bonded to, with distances in Å.
Atoms and positions in Å:
1 C -0.584 0.434 0.455  O2 1.406, C3 1.534, H6 1.091, H7 1.095
2 O -0.373 -0.349 1.604  C1 1.406, H12 0.949
3 C 0.415 0.306 -0.702  C1 1.534, C4 1.540, H8 1.102, H9 1.094
4 C -0.200 0.573 -2.088  C3 1.540, S5 1.827, H10 1.098, H11 1.098
5 S 1.015 0.174 -3.393  C4 1.827
6 H -1.488 0.058 -0.028  C1 1.091
7 H -0.696 1.490 0.722  C1 1.095
8 H 0.740 -0.745 -0.637  C3 1.102
9 H 1.364 0.842 -0.605  C3 1.094
10 H -0.412 1.637 -2.259  C4 1.098
11 H -1.132 0.014 -2.245  C4 1.098
12 H 0.112 -1.139 1.808  O2 0.949
13 H 0.421 -1.312 3.385  O14 0.980
14 O 0.817 -1.982 3.982  H13 0.980

spin multiplicity	2
charge	-1
E_HOMO (spin up / spin down)	-2.32 / -2.32	eV

Mulliken atomic charge list, values in e, 4 entries:
1 C -0.290
2 O -0.541
3 C -0.510
4 C -0.709

No. 5
# C3H8O2S

2 unconnected molecules or ions with the total composition C3H8O2S (ωB97M-V/def2-TZVPD, the Open Molecules 2025 dataset).

Each atom is followed by the atoms it is bonded to, with distances in Å.
Atoms and positions in Å:
1 O 0.317 2.033 -1.719  C2 1.282
2 C -0.520 1.212 -1.200  O1 1.282, C3 1.509, H6 1.116
3 C -0.500 0.718 0.225  C2 1.509, C4 1.528, H7 1.076, H8 1.116
4 C -0.349 -0.802 0.292  C3 1.528, S5 1.895, H9 1.083, H10 1.087
5 S -0.980 -1.361 1.988  C4 1.895, H11 1.338
6 H -1.377 0.781 -1.772  C2 1.116
7 H 0.251 1.254 0.779  C3 1.076
8 H -1.462 1.016 0.704  C3 1.116
9 H 0.693 -1.082 0.198  C4 1.083
10 H -0.999 -1.177 -0.493  C4 1.087
11 H -0.561 -2.632 1.971  S5 1.338
12 H 2.530 1.030 -1.503  O14 0.966
13 H 2.591 -0.213 -2.365  O14 0.960
14 O 2.667 0.075 -1.452  H12 0.966, H13 0.960

spin multiplicity	2
charge	-1
E_HOMO (spin up / spin down)	0.18 / -3.59	eV

Mulliken atomic charge list, values in e, 4 entries:
1 O -0.742
2 C -0.548
3 C -0.502
4 C -0.489

No. 6
# C3H8O2S

2 unconnected molecules or ions with the total composition C3H8O2S at a distorted geometry (ωB97M-V/def2-TZVPD, the Open Molecules 2025 dataset).

Each atom is followed by the atoms it is bonded to, with distances in Å.
Atoms and positions in Å:
1 C -0.465 0.017 -0.565  O2 1.404, C3 1.523, H6 1.107, H7 1.099
2 O -1.661 0.171 -1.283  C1 1.404, H12 0.990
3 C 0.026 1.306 0.082  C1 1.523, C4 1.513, H8 1.114, H9 1.110
4 C 1.417 1.269 0.676  C3 1.513, S5 1.837, H10 1.101, H11 1.095
5 S 1.974 0.087 1.967  C4 1.837
6 H 0.353 -0.453 -1.144  C1 1.107
7 H -0.602 -0.704 0.253  C1 1.099
8 H -0.093 2.054 -0.735  C3 1.114
9 H -0.638 1.609 0.917  C3 1.110
10 H 2.184 1.287 -0.113  C4 1.101
11 H 1.525 2.293 1.049  C4 1.095
12 H -1.999 -0.699 -1.615  O2 0.990
13 H -2.087 -2.973 -2.501  O14 0.957
14 O -2.873 -2.461 -2.310  H13 0.957

charge	-2
E_HOMO	0.04	eV

Mulliken atomic charge list, values in e, 4 entries:
1 C -0.369
2 O -0.477
3 C -0.393
4 C -0.799

Values for relative energy (zero: lowest compared OMol25 entry of this formula, charge and spin), kcal per mole, ordered as above
107.28; 59.05; 18.65; 42.59; 5.47; 11.75